21
Properties=species:S:1:pos:R:3:forces:R:3:lowdin_charge:R:1 method="wB97M-V/def2-TZVPD" homo_lumo_gap_ev=8.25 total_charge=+1 de_lowest_ev=3.988 homo_energy_ev=-11.56 max_force_ev_per_a=6.061
C -0.47496 -1.38544 -0.97741 -2.85 -1.08 -1.17 -0.052
C 0.27391 -1.21260 1.83666 -1.77 -0.13 -1.72 -0.094
C -0.46577 1.45119 -0.55617 0.14 -1.99 -1.88 -0.128
C 0.56399 -0.48161 -0.63421 1.69 2.61 5.20 -0.522
N -1.28172 2.03220 0.58990 1.14 2.25 0.58 0.084
N 1.61741 -0.29688 -1.44873 1.55 0.17 1.13 0.155
N 0.95332 -0.51179 0.73834 2.25 0.16 0.16 -0.080
H -0.88680 -1.06443 -1.94480 -0.19 -0.33 0.21 0.100
H -0.04506 -2.39290 -1.13333 -0.33 0.30 0.34 0.122
H -1.31528 -1.36275 -0.21149 1.15 -0.24 -1.10 0.114
H 0.98165 -1.28235 2.65681 -0.36 -0.11 0.11 0.087
H -0.74157 -0.74606 2.13937 1.73 -0.26 -0.21 0.094
H -0.03059 -2.19327 1.41800 0.30 0.05 0.96 0.078
H -0.99823 1.46023 -1.51795 -1.30 -0.15 0.71 0.064
H 0.33502 2.04317 -0.95742 0.89 1.01 1.37 0.049
H -2.05112 1.40689 0.85569 0.14 0.31 -0.37 0.139
H -1.68231 3.01729 0.28677 0.79 -2.34 1.21 0.201
H 1.36693 -0.17580 -2.36923 -0.11 0.22 -2.51 0.083
H 2.57176 0.03755 -1.17657 -1.81 -0.34 -0.11 0.156
H -0.68357 2.14672 1.51917 -1.36 -0.15 -2.58 0.206
H 1.99298 -0.48936 0.88660 -1.70 0.04 -0.35 0.144